Here is a molecular structure, C13H32BF3N5O9P at a distorted geometry from OMol25. Energies are from ωB97M-V with the def2-TZVPD basis set.

```
64
Properties=species:S:1:pos:R:3
C 6.219 -2.041 -2.149
H 4.723 -1.870 -0.659
H -1.916 4.968 -3.609
F -3.278 0.476 -3.648
H 4.618 -3.186 3.526
O -3.099 2.372 -2.449
H 5.856 -2.978 -2.573
H 2.025 2.530 -2.474
H -1.578 3.590 3.676
O 6.125 -2.105 2.030
B 0.316 1.498 -2.816
C -1.304 2.300 2.188
O -1.917 4.494 -2.774
N -2.084 2.934 3.103
H -2.428 0.495 1.873
C -3.300 1.019 -2.443
H -3.682 2.443 4.359
H 2.256 -2.412 3.683
H -7.204 -2.399 1.810
C -4.362 -2.161 0.070
H -5.909 -4.108 -0.282
H 3.777 -0.129 1.658
H 0.148 0.344 -4.350
H -2.760 1.786 0.694
H -7.655 -3.849 -0.164
C -5.461 -1.823 1.050
O -0.110 2.539 2.113
O -0.217 0.438 -3.472
H 4.673 1.614 -2.823
N 1.748 1.557 -2.565
C 4.749 -0.148 2.151
C -6.726 -3.916 0.404
O -0.509 2.528 -2.303
H 7.035 -2.265 -1.460
H -3.896 -3.112 0.329
H -6.805 -4.753 1.101
H 3.203 -1.830 5.062
H 5.065 0.151 -3.730
F -2.431 0.389 -1.654
F -4.517 0.825 -1.912
O -5.422 -0.818 1.741
N 5.146 -1.380 -1.431
H -4.752 -2.207 -0.947
O 3.713 0.267 -0.945
O -1.677 2.787 -4.579
C 4.620 -0.152 -1.650
H -4.017 3.726 3.185
H 4.723 0.472 3.048
N -6.509 -2.684 1.140
H 6.258 0.855 -2.611
H -3.934 2.038 2.656
C -3.509 2.771 3.333
H 6.596 -1.416 -2.950
N 4.311 -2.245 3.339
P -1.758 2.979 -3.140
H 5.487 0.258 1.468
C 5.197 0.666 -2.779
C 5.129 -1.566 2.492
C 3.094 -1.778 3.978
C -1.984 1.300 1.285
H 2.874 -0.755 3.696
H 1.884 1.180 -1.629
H -3.610 -1.381 0.119
H -1.246 0.877 0.612
```

Multiplicity: 1
Maximum force (eV/A): 1.4
Kohn-Sham gap (Ha): 0.3584
Highest occupied orbital energy (eV): -9.2
LUMO level (Eh): 0.01896
Electronic energy (Ha): -2131.62547

Atom charges from the Löwdin analysis, given in e for atoms 1 to 6: -0.068 0.134 0.097 0.197 0.136 0.018

***

Here is a molecular structure, C9H4NO9SZr at a distorted geometry from OMol25. Energies are from ωB97M-V with the def2-TZVPD basis set.

```
25
Properties=species:S:1:pos:R:3
C 1.137 -4.172 -2.031
O 0.528 1.930 0.032
O -0.435 0.126 1.815
O -1.643 -0.165 3.698
H 1.552 -4.766 -1.226
C 0.214 -2.134 -2.839
O -0.623 3.600 0.855
Zr -0.507 -0.007 -0.211
C -0.193 -0.746 -2.478
O -3.462 -1.643 2.068
N -0.567 2.562 0.293
H 0.280 -4.445 -5.309
C -1.467 -0.338 2.531
O 0.705 0.039 -2.042
H -0.435 -2.101 -4.876
O -1.400 -0.448 -2.231
O -1.612 1.899 -0.120
C 0.021 -2.692 -4.090
H 1.285 -5.756 -3.459
S 0.937 -2.220 -0.100
O -2.121 -1.087 0.339
C 0.762 -2.855 -1.765
C -2.487 -1.116 1.623
C 0.978 -4.730 -3.293
C 0.416 -4.000 -4.331
```

Multiplicity: 1
Energy relative to the best compared isomer or geometry (same formula, charge and spin) (kcal per mole): 6.0
Maximum force (eV/A): 1.3
Kohn-Sham gap (Ha): 0.2896
Highest occupied orbital energy (eV): -5.3
Charge: -1
LUMO level (Eh): 0.09580
Electronic energy (Ha): -1522.76349

Atom charges from the Löwdin analysis, given in e for atoms 1 to 6: -0.124 -0.119 -0.229 0.126 0.094 -0.170

***

Here is a single C6H6ClNO3 molecule at a distorted geometry from OMol25. Energies are from ωB97M-V with the def2-TZVPD basis set.

```
17
Properties=species:S:1:pos:R:3
H -2.283 -0.867 1.196
H -0.492 -2.070 2.099
C 0.244 1.100 -0.174
O 0.084 2.367 -0.736
H -0.887 2.575 -0.791
O -2.182 1.248 -0.249
H 1.326 -1.853 -1.664
N -1.343 -0.595 0.881
H 1.152 2.270 0.987
C -0.297 -1.495 1.193
O 0.951 1.234 1.011
C 0.765 -1.703 0.417
H 1.486 -2.614 0.770
Cl 0.943 0.820 -2.912
C 0.762 0.136 -1.229
C -1.251 0.595 0.139
C 1.021 -1.149 -0.938
```

Multiplicity: 1
Energy relative to the best compared isomer or geometry (same formula, charge and spin) (kcal per mole): 0.0
Maximum force (eV/A): 3.3
Kohn-Sham gap (Ha): 0.3486
Highest occupied orbital energy (eV): -9.0
LUMO level (Eh): 0.01874
Electronic energy (Ha): -972.86764
SMILES string: O=C1NC=CC=C(Cl)C1(O)O

Atom charges from the Löwdin analysis, given in e for atoms 1 to 6: 0.161 0.119 -0.569 -0.037 0.120 0.098

***

Here is a single C2H3NOS molecule at a distorted geometry from OMol25. Energies are from ωB97M-V with the def2-TZVPD basis set.

```
8
Properties=species:S:1:pos:R:3
H -0.517 2.255 0.079
N 0.733 0.668 -0.031
H 1.060 -0.966 -0.980
O -0.793 -1.211 0.021
H 1.067 -1.245 0.951
C -0.427 1.126 -0.016
S -1.807 0.106 -0.013
C 0.683 -0.733 -0.011
```

Multiplicity: 1
Energy relative to the best compared isomer or geometry (same formula, charge and spin) (kcal per mole): 39.4
Maximum force (eV/A): 4.2
Kohn-Sham gap (Ha): 0.3363
Highest occupied orbital energy (eV): -8.5
LUMO level (Eh): 0.02225
Electronic energy (Ha): -606.12461
SMILES string: C1=NCOS1

Atom charges from the Löwdin analysis, given in e for atoms 1 to 6: 0.107 -0.010 0.103 -0.538 0.152 -0.535

***

Here is a molecular structure, C26H31N6O7Zr at a distorted geometry from OMol25. Energies are from ωB97M-V with the def2-TZVPD basis set.

```
71
Properties=species:S:1:pos:R:3
H 0.533 -4.577 -0.918
H -1.231 -2.093 -3.753
H -1.367 4.245 -0.510
H -1.939 3.965 2.159
C -0.455 2.655 3.045
H -3.571 0.814 -4.640
C 4.049 1.243 2.147
C -1.847 2.445 -1.592
H -1.792 -1.874 -1.428
H 3.257 0.906 -1.602
C -2.036 3.162 -2.784
C -2.900 0.540 -2.635
C -2.370 -0.820 4.189
O -1.134 -1.600 1.685
C -0.319 -2.627 -3.476
C -2.826 -0.357 2.813
H 0.053 3.295 3.769
C 0.448 -0.718 -2.305
C -0.091 -1.426 2.364
H 2.068 2.464 3.422
C 5.073 0.989 1.267
H 2.278 -1.436 -0.537
O -3.910 -0.955 2.394
H -0.082 -3.344 -4.263
H -0.508 -2.653 4.114
H -2.757 3.150 -4.795
N -0.547 -3.346 -2.221
N 0.446 1.705 2.417
C 1.988 -2.392 -2.961
H 2.239 -3.113 -3.740
O 0.915 -0.872 1.840
N 1.798 -3.099 -1.695
H -1.010 -2.931 -0.243
C 3.479 0.962 -0.543
H -1.723 4.200 -2.821
H -0.445 -0.179 -2.604
O -1.998 0.334 -0.456
H 0.942 -4.760 -2.634
C 2.717 1.315 1.716
C -2.236 1.083 -1.523
H 0.846 -1.495 4.291
H 2.814 -1.684 -2.858
H -1.263 2.126 3.538
C 0.689 -4.040 -1.855
C -0.139 -1.656 3.862
C 1.708 1.830 2.609
O -2.299 0.572 2.212
H -4.161 -0.626 1.518
C -1.419 3.157 -0.414
H 4.260 1.393 3.200
C -3.076 1.269 -3.792
N 0.210 -1.372 -0.978
C -0.998 3.490 1.879
C 2.407 1.131 0.344
C -2.622 2.585 -3.884
H 6.094 0.916 1.613
H 1.269 -0.012 -2.197
N 0.778 -1.669 -3.349
O -0.987 -0.639 4.394
Zr -0.418 0.423 0.741
C 4.778 0.875 -0.092
H -2.865 -0.169 4.912
O 1.162 1.204 -0.125
H -3.256 -0.481 -2.570
H 5.581 0.739 -0.805
C -0.869 -2.391 -1.176
C 1.454 -2.139 -0.663
H -2.687 -1.851 4.358
H -0.281 4.276 1.625
N -1.209 2.611 0.725
H 1.307 -2.676 0.273
```

Multiplicity: 1
Energy relative to the best compared isomer or geometry (same formula, charge and spin) (kcal per mole): 13.1
Maximum force (eV/A): 1.3
Kohn-Sham gap (Ha): 0.2935
Highest occupied orbital energy (eV): -11.0
Charge: +1
LUMO level (Eh): -0.11010
Electronic energy (Ha): -1911.65154

Atom charges from the Löwdin analysis, given in e for atoms 1 to 6: 0.131 0.126 0.147 0.132 -0.172 0.116

***

Here is a molecular structure, C17H19N4O4Pd at a distorted geometry from OMol25. Energies are from ωB97M-V with the def2-TZVPD basis set.

```
45
Properties=species:S:1:pos:R:3
H -0.892 -0.380 -3.818
C -0.830 -2.915 -0.906
C -3.494 3.081 1.464
C 1.629 -3.212 -1.181
H 1.235 -1.409 -3.147
O 0.586 -1.896 2.478
C -2.060 -1.412 -2.333
H -4.444 4.781 0.884
H 4.625 -1.770 0.500
H 0.031 1.826 -1.239
Pd 1.501 -1.608 0.261
C -0.483 1.473 -0.347
O 2.089 -0.221 2.784
O 3.162 2.258 0.253
H 1.591 -4.124 -0.595
H -3.225 0.600 2.335
N 1.711 0.484 0.016
H -0.805 -3.616 -0.082
H 2.474 -3.123 -1.851
H 4.974 0.614 0.085
C 0.317 -1.675 -2.636
N -3.817 4.065 0.565
C -0.877 -1.100 -3.007
O -4.119 2.970 2.503
H -2.993 -0.942 -2.617
C 0.385 -2.609 -1.570
H 3.659 -0.928 1.553
N 0.078 0.236 1.714
H 4.093 -0.146 -1.253
H -1.389 -0.764 2.671
N 3.832 -1.148 0.571
H -3.266 4.228 -0.255
C -2.320 0.896 1.824
C -2.383 2.140 1.077
C 4.057 0.094 -0.186
H -1.495 3.436 -0.341
C 0.620 1.160 0.685
C 2.913 1.063 0.061
C -1.236 0.111 2.054
H -2.926 -2.546 -0.729
H -0.966 0.521 -0.588
C 1.021 -0.709 2.376
C -1.512 2.447 0.107
C -2.021 -2.316 -1.277
H 0.971 2.085 1.134
```

Multiplicity: 3
Energy relative to the best compared isomer or geometry (same formula, charge and spin) (kcal per mole): 9.6
Maximum force (eV/A): 1.2
Kohn-Sham gap (alpha / beta) (Ha): 0.2592 / 0.2326
⟨S²⟩: 2.028
Highest occupied orbital energy (alpha / beta) (eV): -4.0 / -4.4
Charge: -1
LUMO level (alpha / beta) (Eh): 0.11042 / 0.07190
Electronic energy (Ha): -1307.11434

Atom charges from the Löwdin analysis, given in e for atoms 1 to 6: 0.099 -0.073 -0.499 -0.120 0.107 -0.093

***

Here is a single C5H8O molecule at a distorted geometry from OMol25. Energies are from ωB97M-V with the def2-TZVPD basis set.

```
14
Properties=species:S:1:pos:R:3
H 0.586 0.899 -1.637
C 0.732 0.755 -0.562
H 2.837 0.458 -0.695
H 0.791 1.746 -0.110
O -0.631 -0.121 1.356
H 1.910 -1.063 -0.761
C -0.458 0.091 -0.016
H 0.224 -0.354 1.722
C 1.975 -0.070 -0.302
H -3.418 -0.239 -0.132
C -1.490 -0.326 -0.691
H -2.581 -1.976 -0.376
C -2.593 -0.900 -0.336
H 2.130 -0.213 0.770
```

Multiplicity: 1
Energy relative to the best compared isomer or geometry (same formula, charge and spin) (kcal per mole): 70.8
Maximum force (eV/A): 1.6
Kohn-Sham gap (Ha): 0.3443
Highest occupied orbital energy (eV): -8.5
LUMO level (Eh): 0.03166
Electronic energy (Ha): -270.44503
SMILES string: C=C=C(O)CC

Atom charges from the Löwdin analysis, given in e for atoms 1 to 6: 0.120 -0.216 0.070 0.119 0.025 0.087

***

Here is a molecular structure, C43H57N2O2SeV at a distorted geometry from OMol25. Energies are from ωB97M-V with the def2-TZVPD basis set.

```
106
Properties=species:S:1:pos:R:3
C 0.561 1.769 -1.884
H 3.636 4.943 1.629
H 1.403 -5.312 2.688
C -2.604 2.538 3.895
C -2.089 1.068 -0.525
H -5.110 3.788 1.859
H -5.254 2.470 3.026
H 0.254 -0.361 -0.085
H -0.402 0.281 2.213
H -1.343 -5.359 1.967
H 1.269 0.771 2.557
C 0.338 -4.307 -4.293
H 3.366 5.587 -2.060
H -6.039 -0.918 1.175
H -4.176 0.532 2.596
H 4.646 4.634 -1.303
C -2.346 2.140 0.312
H -1.532 2.362 3.789
C -3.197 3.032 2.564
C -3.127 -2.449 2.257
C -4.683 3.363 2.769
H 5.575 0.896 -1.272
C 3.304 4.073 1.055
C 1.382 -4.319 2.250
H -5.930 -2.475 2.012
C -3.567 0.676 1.712
C 1.014 -0.345 0.698
N 0.505 -2.686 -0.962
H -4.803 4.086 3.581
H -2.597 5.074 2.946
H 1.678 -4.321 -1.623
C 1.549 5.461 -0.028
H 1.932 0.036 0.246
C 2.884 1.106 -2.087
C 0.923 2.977 -1.308
C 2.253 3.250 -1.047
H -1.986 3.118 0.015
H -2.861 4.720 1.235
C -3.388 -0.411 0.872
C 0.853 -2.868 0.380
H 1.927 6.366 0.453
H -4.847 -3.543 0.350
H -1.722 -1.817 -4.968
H 2.327 -3.400 3.949
H 0.343 1.604 1.307
C 3.775 5.259 -1.102
C 1.748 -1.976 2.447
H 3.883 0.740 -4.630
C -4.256 -2.680 0.031
H 1.053 5.751 -0.956
C 2.710 4.500 -0.298
H 2.952 -1.669 -1.894
H -1.889 -4.652 0.440
C 3.195 2.302 -1.467
C 5.370 0.728 -2.333
H 4.241 2.515 -1.279
H 4.026 -0.984 -0.663
H 2.842 -0.634 -4.226
C 0.314 -3.518 -3.128
N -0.539 -2.447 -3.315
H 5.485 1.674 -2.869
H -5.381 -1.010 2.816
C -1.297 -5.454 0.881
H 0.140 3.681 -1.053
H 2.553 3.536 1.639
H 4.112 6.138 -0.546
C 1.500 0.777 -2.260
H 6.120 0.030 -2.710
C 0.848 -4.157 0.977
H -1.751 -6.407 0.598
C -1.035 -2.548 -4.568
H 0.887 -5.227 -4.425
H 4.158 3.410 0.910
H 2.082 -1.128 3.032
H -3.510 -3.440 2.515
H -4.801 -2.166 -0.764
C -5.428 -1.518 1.852
C 0.151 -5.367 0.383
C 1.878 -3.250 2.975
H -3.071 1.605 4.212
O -2.020 -1.268 -0.909
C -4.039 -1.752 1.236
H -2.760 3.279 4.684
H 0.808 5.011 0.637
C -0.526 -3.685 -5.200
C -2.489 -0.265 -0.225
C -3.028 1.949 1.501
C 3.977 0.132 -2.539
Se -1.283 1.339 -2.270
V -0.454 -1.178 -1.892
H -0.757 -4.015 -6.202
H 0.130 -5.344 -0.702
C -2.467 4.317 2.169
O 1.079 -0.371 -2.699
C 3.905 -1.176 -1.733
C 1.209 -1.762 1.188
H 4.589 -0.869 -4.365
C 0.531 0.632 1.766
C 3.809 -0.176 -4.038
C 0.896 -3.606 -1.856
H -3.320 -3.035 -0.387
H -3.048 -1.853 3.170
H 4.700 -1.858 -2.051
H -1.396 4.134 2.047
H -2.123 -2.560 1.841
H 0.690 -6.267 0.689
```

Multiplicity: 4
Energy relative to the best compared isomer or geometry (same formula, charge and spin) (kcal per mole): 20.6
Maximum force (eV/A): 2.7
Kohn-Sham gap (alpha / beta) (Ha): 0.1741 / 0.2517
⟨S²⟩: 3.787
Highest occupied orbital energy (alpha / beta) (eV): -2.3 / -4.4
Charge: -1
LUMO level (alpha / beta) (Eh): 0.08837 / 0.08829
Electronic energy (Ha): -5278.30731

Atom charges from the Löwdin analysis, given in e for atoms 1 to 6: -0.400 0.080 0.107 -0.047 -0.400 0.087

***

Here is a single C6H7NO molecule at a distorted geometry from OMol25. Energies are from ωB97M-V with the def2-TZVPD basis set.

```
15
Properties=species:S:1:pos:R:3
H -2.463 -2.455 -1.112
C -1.771 -1.877 -0.500
O 0.933 -0.226 0.992
N 1.338 -0.312 -0.356
H -1.287 2.836 -1.100
C -1.219 1.796 -0.782
C -1.137 -1.060 0.142
H 2.753 -0.180 -1.686
C 2.548 -0.204 -0.653
H -1.584 1.065 -1.533
H -0.811 -0.008 1.919
C -0.666 1.429 0.380
H 3.343 0.006 0.021
C -0.489 0.000 0.908
H -0.380 2.221 1.078
```

Multiplicity: 1
Energy relative to the best compared isomer or geometry (same formula, charge and spin) (kcal per mole): 112.2
Maximum force (eV/A): 2.1
Kohn-Sham gap (Ha): 0.4001
Highest occupied orbital energy (eV): -9.7
LUMO level (Eh): 0.04268
Electronic energy (Ha): -362.63467
SMILES string: C#C[C@H](C=C)ON=C

Atom charges from the Löwdin analysis, given in e for atoms 1 to 6: 0.042 0.129 -0.103 -0.015 0.054 0.019